(1)
Density functional theory data (ωB97M-V/def2-TZVPD) for a 14-piece molecular cluster, C4H33NO15 overall.

Computed properties:
Orbital gap (eV): 9.78
2S+1: 1
Energy relative to the best compared isomer or geometry (same formula, charge and spin) (kcal/mol): 136.5
Calculated total energy (eV): -36882.4486

Last column: Mulliken charge in e.
Atoms and positions in Å:
O1 -1.769 0.823 -0.498  -0.62
C1 -0.870 0.033 -0.349  0.28
C2 0.536 0.442 0.151  1.11
C3 1.609 -0.558 -0.412  -0.47
C4 2.168 -0.166 -1.749  -0.10
O2 1.802 -0.594 -2.827  -0.47
N1 0.568 0.738 1.570  -0.42
H1 -0.762 -1.088 -0.625  -0.33
H2 0.829 1.385 -0.571  -0.42
H3 2.565 -0.648 0.112  0.49
H4 1.130 -1.556 -0.320  0.11
H5 3.012 0.636 -1.857  0.37
H6 0.305 -0.162 2.047  0.22
H7 -0.060 1.453 1.868  0.25
H8 2.467 -4.272 -0.769  0.32
H9 3.018 -2.834 -0.736  0.32
O3 3.279 -3.685 -0.634  -0.67
H10 0.365 -5.603 1.805  0.33
H11 0.976 -4.415 1.046  0.29
O4 1.031 -5.338 1.024  -0.65
H12 -1.847 -3.285 -3.301  0.28
H13 -0.701 -2.498 -3.521  0.26
O5 -1.330 -2.600 -2.886  -0.60
H14 -2.243 4.169 3.135  0.30
H15 -0.786 4.260 2.355  0.32
O6 -1.651 4.672 2.550  -0.63
H16 -1.312 -3.213 -1.233  0.34
H17 -0.858 -4.164 -0.277  0.27
O7 -1.247 -3.391 -0.353  -0.53
H18 -0.860 3.053 -0.176  0.29
H19 -0.867 4.559 0.038  0.28
O8 -0.516 3.803 0.440  -0.55
H20 -1.712 0.629 -5.870  0.28
H21 -1.584 1.682 -4.674  0.38
O9 -1.656 0.813 -4.926  -0.59
H22 2.891 4.274 -0.916  0.30
H23 1.529 3.696 -0.832  0.36
O10 2.146 4.039 -1.441  -0.63
H24 -3.062 2.809 -3.588  0.33
H25 -1.925 2.919 -2.617  0.30
O11 -2.132 2.929 -3.552  -0.68
H26 -3.789 1.282 1.496  0.31
H27 -2.462 0.724 1.479  0.39
O12 -3.162 0.804 2.116  -0.67
H28 4.003 1.015 2.949  0.27
H29 2.630 1.050 2.160  0.40
O13 3.598 0.948 2.156  -0.64
H30 -1.026 -1.927 1.275  0.25
H31 -1.734 -1.404 2.616  0.32
O14 -0.906 -1.685 2.321  -0.59
H32 0.469 -1.909 5.494  0.27
H33 0.127 -1.177 4.228  0.32
O15 -0.224 -1.468 5.073  -0.62

***

(2)
Density functional theory data (ωB97M-V/def2-TZVPD) for a 2-piece molecular cluster, C5H13NO2 overall.

Computed properties:
SMILES string: CCNCCC=O.O
Orbital gap (eV): 9.72
2S+1: 1
Energy relative to the best compared isomer or geometry (same formula, charge and spin) (kcal/mol): 77.4
Calculated total energy (eV): -10978.5225

Last column: Mulliken charge in e.
Atoms and positions in Å:
C1 0.310 2.061 1.667  -0.83
C2 0.909 0.566 1.707  -0.43
N1 0.584 -0.020 0.299  -0.27
C3 0.128 -1.447 0.398  -0.57
C4 0.741 -2.126 -0.895  -0.60
C5 0.364 -1.423 -2.164  0.07
O1 -0.748 -1.115 -2.401  -0.42
H1 -0.500 2.128 0.829  0.16
H2 -0.115 2.303 2.660  0.28
H3 1.073 2.797 1.440  0.29
H4 0.600 -0.001 2.500  0.44
H5 1.953 0.903 1.776  0.17
H6 -0.051 0.680 -0.075  0.15
H7 -0.881 -1.748 0.316  0.26
H8 0.400 -1.861 1.384  0.42
H9 1.802 -2.018 -0.749  0.30
H10 0.532 -3.302 -0.837  0.31
H11 1.200 -1.392 -2.964  0.27
O2 -2.486 1.740 -1.789  -0.63
H12 -2.938 2.379 -1.228  0.31
H13 -2.875 0.896 -1.875  0.31

***

(3)
Density functional theory data (ωB97M-V/def2-TZVPD) for C7H24NaO5 as an isolated structure.

Computed properties:
Orbital gap (eV): 11.11
2S+1: 1
Net charge: +1
Energy relative to the best compared isomer or geometry (same formula, charge and spin) (kcal/mol): 0.0
Calculated total energy (eV): -22296.7836

Last column: Mulliken charge in e.
Atoms and positions in Å:
Na1 0.152 0.358 -0.120  0.64
C1 -1.469 -1.997 -3.601  -1.10
C2 -0.177 -2.008 -2.772  -0.12
O1 0.085 -0.705 -2.219  -0.32
H1 -1.960 -2.979 -3.595  0.37
H2 -1.378 -1.769 -4.664  0.36
H3 -2.262 -1.357 -3.206  0.19
H4 0.633 -2.328 -3.424  0.29
H5 -0.345 -2.751 -2.000  0.21
H6 0.267 -0.190 -3.016  0.23
C3 -0.336 1.600 3.801  -0.83
C4 0.968 2.051 3.167  -0.30
O2 0.922 1.858 1.735  -0.36
H7 -1.111 2.003 3.147  0.18
H8 -0.457 2.051 4.783  0.37
H9 -0.433 0.522 3.900  0.16
H10 1.871 1.583 3.568  0.31
H11 1.134 3.116 3.356  0.33
H12 1.361 2.621 1.348  0.23
C5 3.517 0.472 -0.961  -0.79
O3 2.502 -0.258 -0.309  -0.33
H13 3.959 1.276 -0.370  0.32
H14 4.318 -0.162 -1.359  0.30
H15 3.139 0.931 -1.881  0.26
H16 2.827 -0.517 0.561  0.28
C6 0.209 -2.609 0.806  -0.49
O4 -0.283 -1.490 1.563  -0.45
H17 -0.616 -3.202 0.413  0.31
H18 0.797 -2.254 -0.041  0.06
H19 0.876 -3.192 1.441  0.37
H20 -0.501 -1.813 2.440  0.27
C7 -3.080 2.106 -0.135  -0.55
O5 -2.362 1.285 -1.075  -0.42
H21 -4.151 1.989 -0.292  0.33
H22 -2.834 1.771 0.877  0.16
H23 -2.794 3.154 -0.225  0.24
H24 -2.987 0.835 -1.642  0.28

***

(4)
Density functional theory data (ωB97M-V/def2-TZVPD) for C16H10BrCl5Pd as an isolated structure.

Computed properties:
<S²>: 6.04
Orbital gap (spin up / spin down) (eV): 8.45 / 5.06
2S+1: 5
Calculated total energy (eV): -152882.6748

Last column: Mulliken spin population.
Atoms and positions in Å:
C1 1.807 -1.062 -0.891  0.09
C2 1.889 0.329 -1.031  0.34
C3 2.302 0.877 0.255  0.14
H1 1.729 0.896 -1.943  0.02
C4 2.387 -0.263 1.206  0.19
C5 2.083 -1.446 0.440  0.35
H2 2.135 -2.473 0.798  0.01
H3 1.580 -1.747 -1.706  -0.01
H4 2.713 1.859 0.465  -0.01
H5 2.908 -0.198 2.155  0.00
Pd1 0.644 0.931 1.377  1.32
Br1 -0.458 2.210 -0.454  0.33
C6 -2.405 -0.737 -0.640  0.34
C7 -1.893 -1.991 -0.179  -0.07
C8 -1.219 -2.611 -1.276  0.38
H6 -1.959 -2.380 0.829  0.01
C9 -1.291 -1.725 -2.393  0.09
C10 -2.038 -0.578 -2.004  0.20
H7 -2.269 0.293 -2.620  0.01
H8 -2.935 0.004 -0.045  0.02
H9 -0.696 -3.562 -1.238  0.01
H10 -0.875 -1.910 -3.379  0.00
Cl1 2.079 3.079 3.327  0.01
C11 0.422 2.803 3.656  -0.04
C12 -0.252 1.805 2.979  0.36
C13 -1.546 1.462 3.310  -0.14
Cl2 -2.298 0.114 2.585  0.01
C14 -2.258 2.230 4.267  0.00
Cl3 -3.868 1.814 4.670  0.01
C15 -1.623 3.334 4.873  0.02
Cl4 -2.524 4.373 5.889  0.00
C16 -0.259 3.594 4.609  0.00
Cl5 0.533 4.876 5.416  0.00

***

(5)
Density functional theory data (ωB97M-V/def2-TZVPD) for C35H24IrN5S5 as an isolated structure.

Computed properties:
Orbital gap (eV): 5.94
2S+1: 1
Net charge: -2
Energy relative to the best compared isomer or geometry (same formula, charge and spin) (kcal/mol): 17.5
Calculated total energy (eV): -101154.3914

Last column: Mulliken charge in e.
Atoms and positions in Å:
Ir1 -0.601 0.428 1.474  1.01
S1 -0.463 0.195 3.803  -0.57
C1 -1.782 -0.882 4.157  0.53
C2 -1.837 -1.536 5.389  -1.07
C3 -2.882 -2.389 5.714  0.60
C4 -2.908 -3.018 6.997  -0.11
N1 -2.927 -3.526 8.030  -0.62
C5 -3.906 -2.622 4.775  0.52
C6 -3.852 -1.991 3.539  -0.78
C7 -2.819 -1.114 3.211  0.26
S2 -2.812 -0.272 1.686  -0.43
C8 -5.003 -3.485 5.080  -0.04
N2 -5.900 -4.169 5.311  -0.62
H1 -1.045 -1.368 6.108  0.49
H2 -4.632 -2.176 2.811  0.48
C9 -0.669 5.968 1.986  -0.54
C10 0.670 5.701 2.249  -0.57
C11 1.189 4.427 2.116  -0.25
C12 0.383 3.345 1.693  0.95
C13 -0.979 3.630 1.464  -0.59
C14 -1.483 4.908 1.603  -0.88
N3 0.849 2.066 1.587  -0.05
C15 2.204 1.825 1.396  -0.54
C16 2.819 0.736 2.032  -0.19
C17 4.152 0.436 1.812  -0.68
C18 4.924 1.204 0.950  -0.58
C19 4.330 2.285 0.311  -0.61
C20 3.001 2.594 0.531  0.22
H3 -1.068 6.970 2.088  0.35
H4 1.325 6.501 2.577  0.32
H5 2.228 4.245 2.353  0.41
H6 -1.643 2.827 1.163  0.29
H7 -2.535 5.079 1.403  0.38
H8 2.223 0.133 2.706  0.30
H9 4.593 -0.414 2.322  0.39
H10 5.963 0.959 0.768  0.35
H11 4.906 2.883 -0.385  0.34
H12 2.544 3.427 0.010  0.49
S3 3.676 0.147 -3.904  -0.46
C21 2.099 0.279 -3.356  0.20
S4 1.754 0.680 -1.709  0.11
C22 0.035 0.531 -2.009  0.11
N4 -0.234 0.212 -3.234  -0.83
N5 0.919 0.082 -3.990  0.66
C23 0.684 -0.250 -5.352  0.53
C24 -0.576 -0.748 -5.694  -0.26
C25 -0.862 -1.063 -7.009  -0.62
C26 0.090 -0.890 -8.005  -0.39
C27 1.334 -0.389 -7.661  -0.64
C28 1.640 -0.067 -6.346  -0.51
S5 -1.172 0.856 -0.841  -0.37
H13 -1.315 -0.874 -4.918  0.48
H14 -1.845 -1.447 -7.255  0.34
H15 -0.138 -1.140 -9.034  0.36
H16 2.088 -0.237 -8.423  0.35
H17 2.611 0.323 -6.092  0.20
C29 0.088 -1.534 1.353  -1.12
C30 -0.334 -2.298 0.144  -0.24
C31 0.499 -2.367 -0.975  -0.20
C32 0.143 -3.097 -2.099  -0.67
C33 -1.061 -3.786 -2.128  -0.49
C34 -1.902 -3.727 -1.022  -0.73
C35 -1.541 -3.001 0.099  -0.14
H18 1.178 -1.449 1.380  0.42
H19 -0.272 -2.029 2.257  0.81
H20 1.440 -1.826 -0.961  0.67
H21 0.814 -3.133 -2.949  0.42
H22 -1.342 -4.360 -3.003  0.37
H23 -2.848 -4.257 -1.034  0.37
H24 -2.209 -2.950 0.949  0.32

***

(6)
Density functional theory data (ωB97M-V/def2-TZVPD) for C30H24BrHfN5 as an isolated structure.

Computed properties:
Orbital gap (eV): 7.29
2S+1: 1
Net charge: +2
Energy relative to the best compared isomer or geometry (same formula, charge and spin) (kcal/mol): 0.0
Calculated total energy (eV): -110286.5344

Last column: Mulliken charge in e.
Atoms and positions in Å:
Hf1 -0.165 0.675 -0.336  0.72
C1 3.944 -2.431 4.632  -1.55
C2 2.971 -2.129 3.531  0.27
C3 1.871 -2.948 3.284  -1.24
C4 0.946 -2.648 2.303  -0.70
C5 1.086 -1.514 1.498  1.07
N1 0.146 -1.154 0.530  0.56
C6 -0.993 -1.965 0.284  -0.90
C7 -0.916 -3.155 -0.445  -0.45
C8 -2.043 -3.911 -0.691  -0.77
C9 -3.305 -3.503 -0.248  0.34
C10 -4.533 -4.304 -0.557  -1.51
C11 -3.397 -2.308 0.452  -0.42
C12 -2.263 -1.552 0.726  0.79
N2 -2.414 -0.349 1.483  0.49
C13 -3.171 -0.142 2.569  0.01
C14 -3.110 1.204 2.885  -1.23
C15 -2.288 1.765 1.921  -0.16
N3 -1.866 0.820 1.063  -0.61
C16 2.205 -0.696 1.735  0.40
C17 3.115 -0.997 2.743  -0.54
N4 2.482 0.459 0.925  0.54
C18 3.697 0.844 0.513  -0.03
C19 3.601 2.112 -0.040  -1.02
C20 2.265 2.449 0.064  -0.13
N5 1.573 1.454 0.670  -0.57
H1 3.974 -3.497 4.846  0.39
H2 3.655 -1.917 5.551  0.31
H3 4.950 -2.105 4.371  0.39
H4 1.731 -3.841 3.880  0.42
H5 0.099 -3.304 2.150  0.50
H6 0.056 -3.485 -0.790  0.55
H7 -1.952 -4.836 -1.246  0.46
H8 -4.297 -5.362 -0.658  0.40
H9 -4.972 -3.971 -1.499  0.30
H10 -5.287 -4.188 0.219  0.40
H11 -4.364 -1.949 0.782  0.57
H12 -3.691 -0.955 3.046  0.53
H13 -3.596 1.702 3.705  0.47
H14 -1.973 2.790 1.806  0.53
H15 3.945 -0.325 2.925  0.60
H16 4.549 0.198 0.638  0.58
H17 4.397 2.700 -0.460  0.49
H18 1.751 3.338 -0.271  0.51
Br1 1.331 -0.098 -2.532  -0.13
C21 1.072 1.530 -3.568  0.96
C22 1.823 1.718 -4.687  -0.80
C23 1.645 2.910 -5.414  -0.56
C24 0.749 3.850 -4.988  -0.93
C25 -0.025 3.643 -3.822  0.76
C26 -0.943 4.619 -3.361  -0.67
C27 -1.687 4.399 -2.237  -1.21
C28 -1.558 3.184 -1.534  -0.13
C29 -0.667 2.188 -1.905  -0.05
C30 0.115 2.441 -3.077  0.42
H19 2.537 0.978 -5.018  0.45
H20 2.231 3.071 -6.308  0.41
H21 0.618 4.769 -5.543  0.42
H22 -1.047 5.540 -3.919  0.42
H23 -2.391 5.145 -1.895  0.43
H24 -2.220 3.042 -0.682  0.43

***

(7)
Density functional theory data (ωB97M-V/def2-TZVPD) for a 9-piece molecular cluster, C39H93BrClF3N2O12PS overall.

Computed properties:
Orbital gap (eV): 7.41
2S+1: 1
Net charge: -1
Energy relative to the best compared isomer or geometry (same formula, charge and spin) (kcal/mol): 0.0
Calculated total energy (eV): -180344.0377

Last column: Mulliken charge in e.
Atoms and positions in Å:
C1 6.981 3.429 -3.392  -1.24
C2 6.094 2.191 -3.452  -0.52
C3 4.645 2.408 -2.967  -0.52
N1 4.342 1.647 -1.781  0.09
P1 3.121 1.937 -0.608  0.11
Cl1 4.455 0.612 0.759  -0.20
C4 1.988 2.818 -1.848  -1.48
C5 0.498 2.565 -1.899  -0.10
N2 -0.257 2.997 -2.811  -0.74
C6 1.810 1.758 0.770  -2.28
C7 0.847 2.881 1.213  -0.85
C8 -0.610 2.417 1.391  -0.48
C9 -1.616 3.546 1.354  -0.68
O1 -1.896 3.978 0.009  -0.31
C10 -2.018 5.308 -0.164  0.75
C11 -1.333 5.817 -1.400  -0.63
O2 -2.637 6.003 0.583  -0.60
C12 4.030 3.567 0.095  -0.48
Br1 5.984 3.292 0.116  -0.18
C13 3.659 4.012 1.502  0.17
C14 4.576 5.053 2.166  -1.55
S1 2.197 -0.167 -1.541  1.31
O3 0.793 -0.415 -1.205  -0.53
O4 2.502 -0.189 -2.969  -0.74
C15 2.994 -1.800 -0.999  0.46
F1 4.296 -1.901 -1.295  -0.25
F2 2.807 -2.076 0.308  -0.26
F3 2.347 -2.774 -1.702  -0.24
H1 7.069 3.814 -2.379  0.21
H2 7.985 3.205 -3.761  0.41
H3 6.584 4.210 -4.045  0.35
H4 6.544 1.375 -2.881  0.15
H5 6.060 1.848 -4.488  0.35
H6 4.474 3.479 -2.817  0.33
H7 3.991 2.106 -3.800  0.22
H8 4.829 0.771 -1.706  0.19
H9 2.297 2.475 -2.834  0.67
H10 2.139 3.899 -1.790  0.59
H11 0.031 1.941 -1.149  0.27
H12 0.293 3.533 -3.490  0.32
H13 1.208 0.886 0.522  1.08
H14 2.358 1.432 1.647  1.08
H15 1.179 3.195 2.203  0.79
H16 0.871 3.793 0.607  0.16
H17 -0.850 1.624 0.680  0.42
H18 -0.723 2.009 2.399  0.40
H19 -1.204 4.404 1.896  0.37
H20 -2.538 3.300 1.882  0.19
H21 -0.458 5.228 -1.650  -0.05
H22 -1.071 6.860 -1.232  0.35
H23 -2.026 5.768 -2.240  0.28
H24 3.902 4.410 -0.583  0.63
H25 3.557 3.150 2.160  0.01
H26 2.701 4.523 1.413  0.05
H27 3.972 5.647 2.857  0.47
H28 4.997 5.760 1.454  0.30
H29 5.356 4.588 2.765  0.39
C16 -2.948 -3.625 -0.789  -1.26
C17 -1.850 -3.239 0.188  0.27
C18 -0.479 -3.331 -0.454  -1.00
O5 -1.919 -4.060 1.361  -0.56
H30 -2.817 -4.661 -1.119  0.24
H31 -3.929 -3.549 -0.315  0.30
H32 -2.935 -2.981 -1.670  0.41
H33 -2.019 -2.221 0.541  0.30
H34 -0.284 -4.364 -0.767  0.45
H35 0.296 -3.040 0.254  0.07
H36 -0.396 -2.680 -1.322  0.44
H37 -1.758 -4.968 1.081  0.33
C19 -5.777 -7.023 -2.056  -0.96
C20 -5.861 -8.025 -0.916  0.43
C21 -5.247 -7.469 0.358  -1.14
O6 -5.233 -9.254 -1.282  -0.60
H38 -4.732 -6.790 -2.284  0.48
H39 -6.225 -7.442 -2.958  0.29
H40 -6.287 -6.091 -1.811  0.09
H41 -6.906 -8.283 -0.734  0.18
H42 -4.188 -7.244 0.202  0.27
H43 -5.317 -8.198 1.166  0.35
H44 -5.745 -6.549 0.671  0.26
H45 -4.302 -9.067 -1.451  0.37
C22 8.945 0.340 1.313  -1.43
C23 9.010 0.933 -0.085  1.23
C24 9.906 0.119 -1.006  -1.46
O7 9.441 2.291 -0.035  -0.51
H46 9.943 0.332 1.764  0.40
H47 8.288 0.939 1.942  0.30
H48 8.569 -0.683 1.292  0.36
H49 8.000 0.979 -0.499  -0.29
H50 10.930 0.106 -0.620  0.39
H51 9.926 0.561 -2.003  0.33
H52 9.557 -0.911 -1.088  0.37
H53 10.332 2.327 0.330  0.31
C25 5.676 10.399 3.461  -1.34
C26 5.151 9.033 3.881  0.43
C27 5.683 8.625 5.247  -1.28
O8 5.468 8.048 2.905  -0.43
H54 6.767 10.374 3.386  0.36
H55 5.278 10.675 2.485  0.32
H56 5.400 11.170 4.182  0.38
H57 4.060 9.057 3.909  0.24
H58 6.774 8.554 5.217  0.34
H59 5.290 7.649 5.530  0.31
H60 5.409 9.351 6.014  0.38
H61 6.428 7.981 2.841  0.30
C28 1.628 -5.972 1.714  -0.79
C29 3.114 -6.164 1.447  0.29
C30 3.919 -4.965 1.919  -0.77
O9 3.345 -6.410 0.059  -0.58
H62 1.261 -5.094 1.175  -0.08
H63 1.064 -6.841 1.372  0.33
H64 1.430 -5.822 2.776  0.38
H65 3.460 -7.068 1.954  0.31
H66 3.605 -4.069 1.381  -0.11
H67 4.982 -5.110 1.726  0.33
H68 3.779 -4.783 2.985  0.36
H69 3.056 -5.627 -0.427  0.36
C31 -6.261 -3.478 -4.636  -1.29
C32 -7.033 -4.778 -4.795  0.81
C33 -7.361 -5.062 -6.251  -1.46
O10 -8.225 -4.752 -4.004  -0.46
H70 -6.858 -2.638 -5.003  0.37
H71 -6.032 -3.293 -3.586  0.27
H72 -5.325 -3.502 -5.195  0.39
H73 -6.444 -5.599 -4.385  -0.08
H74 -7.987 -4.262 -6.658  0.37
H75 -7.911 -5.999 -6.344  0.36
H76 -6.454 -5.127 -6.852  0.38
H77 -8.777 -4.032 -4.331  0.31
C34 -6.593 2.038 4.266  -1.27
C35 -5.378 2.951 4.328  0.36
C36 -5.736 4.385 3.969  -1.26
O11 -4.343 2.467 3.477  -0.49
H78 -7.001 2.026 3.251  0.33
H79 -6.318 1.017 4.530  0.32
H80 -7.378 2.375 4.945  0.38
H81 -4.952 2.921 5.333  0.25
H82 -6.120 4.431 2.946  0.31
H83 -4.854 5.023 4.021  0.31
H84 -6.498 4.783 4.640  0.42
H85 -4.674 2.477 2.572  0.31
C37 -8.288 -3.854 0.227  -0.96
C38 -9.490 -4.727 -0.103  0.28
C39 -9.105 -6.197 -0.178  -0.70
O12 -10.093 -4.309 -1.324  -0.57
H86 -7.530 -3.954 -0.556  0.05
H87 -8.579 -2.806 0.281  0.34
H88 -7.836 -4.139 1.179  0.37
H89 -10.261 -4.591 0.659  0.31
H90 -8.370 -6.346 -0.972  -0.14
H91 -9.977 -6.809 -0.410  0.32
H92 -8.674 -6.545 0.763  0.38
H93 -9.429 -4.418 -2.018  0.36